# 1
The following is a quantum chemistry calculation of a cluster of 16 separate species, C72H76O32 in total, from the OMol25 dataset.

Structure (XYZ):
```
180
C72H76O32, DFT ωB97M-V/def2-TZVPD
C -4.96 4.17 3.13
C -3.43 4.12 3.26
O -2.90 3.09 2.42
O -5.66 3.08 3.62
H -5.29 4.39 2.11
H -5.39 5.06 3.68
H -3.11 3.88 4.27
H -3.04 5.09 2.98
H -3.01 2.24 2.92
H -5.11 2.29 3.55
C 2.21 3.72 4.41
C 0.77 3.56 3.87
O 0.69 3.33 2.44
O 3.11 2.56 4.21
H 2.06 4.01 5.46
H 2.63 4.57 3.85
H 0.17 4.55 3.97
H 0.29 2.78 4.44
H 1.13 2.51 2.25
H 3.85 2.89 3.62
C -3.93 0.65 5.22
C -5.23 0.09 5.64
O -5.66 -0.99 4.85
O -3.93 1.05 3.88
H -3.06 0.00 5.37
H -3.60 1.63 5.72
H -6.07 0.83 5.55
H -5.16 -0.20 6.70
H -6.23 -0.63 4.14
H -4.12 0.28 3.34
C 5.14 -1.55 -3.27
C 5.26 -0.27 -2.39
O 4.31 -0.29 -1.33
O 3.80 -1.59 -3.69
H 5.40 -2.43 -2.67
H 5.82 -1.44 -4.14
H 5.10 0.59 -2.98
H 6.30 -0.23 -2.03
H 3.87 0.58 -1.38
H 3.23 -1.88 -2.91
C 4.84 0.01 2.01
C 5.22 0.80 3.23
O 5.25 2.19 2.87
O 5.86 0.08 0.96
H 3.80 0.36 1.68
H 4.73 -1.07 2.21
H 6.24 0.50 3.63
H 4.41 0.75 3.98
H 5.87 2.22 2.09
H 5.48 -0.21 0.11
C 3.13 4.08 0.03
C 3.55 3.43 -1.32
O 2.90 2.13 -1.38
O 3.67 3.38 1.11
H 2.02 4.14 0.05
H 3.55 5.07 0.00
H 4.63 3.41 -1.31
H 3.22 4.06 -2.14
H 1.90 2.29 -1.46
H 3.63 2.49 0.77
C 4.23 -5.84 0.72
C 3.90 -4.89 -0.15
C 2.45 -4.71 -0.46
O 2.13 -3.80 -1.22
C 1.47 -5.63 0.09
C 1.83 -6.53 0.98
C 3.22 -6.61 1.43
O 3.54 -7.24 2.42
H 5.19 -5.92 1.28
H 4.52 -4.11 -0.55
H 0.48 -5.41 -0.25
H 1.08 -7.15 1.49
C -1.67 5.20 -0.14
C -2.89 4.72 -0.37
C -3.75 5.19 -1.49
O -4.86 4.72 -1.59
C -3.31 6.28 -2.35
C -1.99 6.71 -2.23
C -1.13 6.10 -1.15
O 0.06 6.47 -1.07
H -1.07 5.09 0.77
H -3.44 4.02 0.26
H -3.96 6.65 -3.07
H -1.62 7.52 -2.85
C -0.17 -3.14 4.23
C -0.78 -2.07 4.85
C -0.14 -0.79 4.85
O -0.62 0.24 5.23
C 1.24 -0.66 4.25
C 1.84 -1.68 3.59
C 1.08 -2.91 3.42
O 1.41 -3.73 2.57
H -0.69 -4.13 4.26
H -1.74 -2.10 5.45
H 1.67 0.36 4.29
H 2.77 -1.63 3.04
C -3.86 -4.49 2.92
C -4.14 -3.21 2.95
C -3.57 -2.26 1.98
O -3.49 -1.06 2.11
C -3.22 -2.84 0.66
C -2.68 -4.09 0.69
C -2.93 -5.08 1.84
O -2.42 -6.17 1.96
H -4.18 -5.18 3.66
H -4.70 -2.72 3.77
H -3.20 -2.23 -0.19
H -2.01 -4.40 -0.14
C -0.38 -3.75 -6.00
C -0.52 -4.96 -6.50
C 0.46 -6.01 -6.12
O 0.42 -7.13 -6.70
C 1.54 -5.67 -5.16
C 1.59 -4.51 -4.57
C 0.52 -3.45 -4.79
O 0.40 -2.47 -4.13
H -1.12 -3.08 -6.37
H -1.30 -5.13 -7.24
H 2.36 -6.39 -5.07
H 2.32 -4.30 -3.77
C -0.68 1.47 0.62
C -1.75 1.12 -0.09
C -1.77 -0.07 -0.96
O -2.72 -0.40 -1.66
C -0.57 -0.88 -0.99
C 0.53 -0.56 -0.32
C 0.49 0.56 0.62
O 1.54 0.83 1.23
H -0.50 2.38 1.21
H -2.49 1.84 -0.33
H -0.60 -1.79 -1.65
H 1.46 -1.09 -0.31
C 7.37 4.60 -0.41
C 8.07 5.23 0.54
C 8.91 4.48 1.51
O 9.47 5.08 2.38
C 8.99 2.99 1.31
C 8.29 2.39 0.34
C 7.54 3.18 -0.65
O 7.03 2.65 -1.63
H 6.62 5.07 -1.10
H 8.13 6.32 0.63
H 9.61 2.40 1.93
H 8.18 1.26 0.28
C -6.62 -0.85 -1.13
C -6.64 -0.93 0.18
C -6.09 0.16 1.02
O -6.28 0.15 2.23
C -5.39 1.30 0.31
C -5.46 1.44 -1.00
C -6.04 0.35 -1.78
O -6.13 0.40 -3.04
H -7.09 -1.57 -1.83
H -7.29 -1.60 0.79
H -4.87 2.10 0.87
H -4.99 2.19 -1.55
C -4.08 -3.24 -5.55
C -3.45 -3.06 -4.35
C -2.96 -4.19 -3.50
O -2.14 -4.04 -2.63
C -3.32 -5.55 -3.98
C -3.78 -5.79 -5.16
C -4.08 -4.60 -6.12
O -4.29 -4.81 -7.27
H -4.26 -2.40 -6.20
H -3.24 -2.12 -3.95
H -3.02 -6.42 -3.38
H -3.80 -6.69 -5.64
C 0.35 1.22 -3.66
C -0.13 0.49 -4.66
C -1.60 0.46 -4.92
O -2.12 -0.22 -5.82
C -2.43 1.44 -4.09
C -1.86 2.27 -3.27
C -0.48 2.21 -2.95
O 0.12 2.99 -2.16
H 1.40 1.19 -3.46
H 0.50 -0.04 -5.31
H -3.49 1.47 -4.35
H -2.44 3.03 -2.70
```

Properties
Frontier orbital gap: 7.276 eV
Strongest force on any atom: 4.42 eV/A
E_HOMO: -9.60 eV
Total charge: 0
Multiplicity: 1


# 2
The following is a quantum chemistry calculation of a structure of composition C12H24Cl2N8PRu, from the OMol25 dataset.

Structure (XYZ):
```
48
C12H24Cl2N8PRu, DFT ωB97M-V/def2-TZVPD
Ru -0.28 1.25 0.03
N 0.50 2.16 2.16
C -0.56 2.67 3.05
C -1.37 3.82 2.44
C -2.32 3.41 1.32
N -1.62 3.02 0.08
H 1.01 1.43 2.66
H 1.15 2.92 1.96
H -0.10 3.05 3.97
H -1.21 1.84 3.33
H -0.70 4.61 2.10
H -1.98 4.23 3.24
H -2.96 4.27 1.11
H -2.95 2.58 1.65
H -1.10 3.84 -0.24
H -2.33 2.82 -0.63
Cl 3.11 1.16 0.02
C 2.79 2.42 -1.19
Cl 1.04 2.62 -1.32
H 3.19 2.13 -2.16
H 3.22 3.37 -0.86
N -1.63 0.29 0.93
C -2.65 -0.10 1.40
N -3.58 -0.66 1.96
C -4.82 -0.80 2.24
N -5.94 -0.94 2.47
C 0.29 -3.14 -2.85
N -0.24 -3.32 -1.51
C 0.68 -4.07 -0.68
N 1.90 -3.30 -0.62
C 2.49 -3.16 -1.94
N 1.55 -2.42 -2.75
C 1.43 -1.05 -2.40
P 0.67 -0.83 -0.67
C -0.71 -2.12 -0.92
C 1.85 -2.11 0.14
H -0.42 -2.59 -3.47
H 0.46 -4.12 -3.32
H 0.87 -5.05 -1.13
H 0.26 -4.22 0.32
H 2.66 -4.15 -2.38
H 3.45 -2.64 -1.89
H 0.79 -0.54 -3.13
H 2.42 -0.59 -2.41
H -1.49 -1.67 -1.55
H -1.15 -2.33 0.06
H 1.48 -2.32 1.15
H 2.84 -1.67 0.21
```

Properties
Frontier orbital gap (spin up / spin down): 8.581 / 5.106 eV
⟨S²⟩: 6.064
Strongest force on any atom: 2.05 eV/A
ΔE to the lowest compared entry with this formula, charge and spin: 64.7 kJ/mol
E_HOMO (spin up / spin down): -18.46 / -17.92 eV
Total charge: +3
Multiplicity: 5


# 3
The following is a quantum chemistry calculation of a structure of composition C17H49Be2N3O10, from the OMol25 dataset.

Structure (XYZ):
```
81
C17H49Be2N3O10, DFT ωB97M-V/def2-TZVPD
Be -31.18 10.12 -3.46
Be -28.30 13.63 -1.80
C -28.71 10.79 -2.41
O -29.64 11.69 -2.64
O -27.61 11.25 -2.00
O -29.02 9.58 -2.65
C -25.85 8.28 0.90
C -24.62 9.08 0.46
C -23.85 8.39 -0.64
O -22.70 9.15 -1.01
C -22.00 8.55 -2.09
N -25.10 10.41 0.11
H -25.61 7.23 1.06
H -26.67 8.34 0.17
H -26.22 8.72 1.82
H -23.95 9.13 1.32
H -24.45 8.35 -1.57
H -23.63 7.33 -0.46
H -22.36 9.04 -3.00
H -22.17 7.48 -2.25
H -20.94 8.65 -1.89
H -24.30 10.95 -0.18
H -25.75 10.46 -0.67
C -25.53 11.22 -5.89
C -25.47 10.15 -4.81
C -24.39 9.14 -5.13
O -24.60 8.52 -6.37
C -23.64 7.56 -6.73
N -25.17 10.75 -3.50
H -24.58 11.73 -6.04
H -26.21 12.05 -5.67
H -25.78 10.79 -6.86
H -26.47 9.69 -4.78
H -24.46 8.35 -4.37
H -23.41 9.61 -4.98
H -23.62 6.64 -6.13
H -22.62 7.95 -6.72
H -23.91 7.17 -7.71
H -26.10 11.09 -3.25
H -25.01 10.09 -2.74
C -29.01 13.98 -6.33
C -28.34 13.77 -4.98
C -27.07 14.53 -4.83
O -26.55 14.18 -3.54
C -25.18 14.50 -3.29
N -29.31 14.23 -3.99
H -28.32 13.84 -7.17
H -29.39 14.99 -6.53
H -29.88 13.32 -6.43
H -28.17 12.71 -4.79
H -27.10 15.61 -5.01
H -26.40 14.22 -5.64
H -24.53 14.31 -4.15
H -24.85 13.88 -2.46
H -25.14 15.56 -3.06
H -30.19 13.73 -4.08
H -29.66 15.14 -4.27
C -31.59 15.03 -0.81
O -30.76 13.97 -1.31
H -32.47 15.26 -1.42
H -31.97 14.69 0.16
H -31.04 15.95 -0.63
H -31.31 13.20 -1.49
C -27.35 6.71 -2.43
O -27.42 7.60 -3.50
H -26.78 5.84 -2.77
H -26.84 7.02 -1.51
H -28.32 6.32 -2.11
H -27.83 8.45 -3.26
C -28.87 10.24 -6.11
O -30.30 10.45 -5.93
H -28.37 10.42 -5.16
H -28.73 9.20 -6.39
H -28.36 10.79 -6.90
H -30.55 10.87 -6.76
C -29.51 9.29 0.93
O -29.59 8.42 -0.20
H -29.62 8.62 1.78
H -28.51 9.72 1.02
H -30.25 10.08 0.93
H -29.29 8.88 -1.00
```

Properties
Frontier orbital gap: 2.090 eV
Strongest force on any atom: 5.06 eV/A
ΔE to the lowest compared entry with this formula, charge and spin: 304.9 kJ/mol
E_HOMO: -13.11 eV
Total charge: +2
Multiplicity: 1


# 4
The following is a quantum chemistry calculation of a structure of composition C6H11NO5, from the OMol25 dataset.

Structure (XYZ):
```
23
C6H11NO5, DFT ωB97M-V/def2-TZVPD
N -1.79 -3.22 0.71
O -0.72 -3.65 1.11
O -2.92 -3.35 1.03
C -2.90 -0.24 -1.42
C -1.76 -0.50 -0.42
C -0.58 0.48 -0.70
C 0.62 0.26 0.26
O 1.63 1.17 0.00
C 2.66 1.07 0.88
O 2.65 0.22 1.76
C 3.76 2.08 0.65
O -1.26 -1.84 -0.35
H -3.30 0.78 -1.37
H -2.56 -0.39 -2.45
H -3.71 -0.91 -1.24
H -2.10 -0.36 0.61
H -0.23 0.33 -1.74
H -0.93 1.55 -0.62
H 0.27 0.36 1.30
H 1.04 -0.74 0.17
H 3.46 2.80 -0.14
H 3.97 2.58 1.62
H 4.69 1.52 0.36
```

Properties
Frontier orbital gap: 8.991 eV
Strongest force on any atom: 3.99 eV/A
ΔE to the lowest compared entry with this formula, charge and spin: 192.6 kJ/mol
E_HOMO: -10.40 eV
Total charge: 0
Multiplicity: 1


# 5
The following is a quantum chemistry calculation of an isolated molecule of C15H20N2O4, from the OMol25 dataset.

Structure (XYZ):
```
41
C15H20N2O4, DFT ωB97M-V/def2-TZVPD
C -1.66 -4.24 -0.27
C -0.48 -3.29 -0.23
O -0.99 -1.97 -0.17
C -0.13 -0.92 -0.10
C 1.25 -1.06 -0.12
C 2.08 0.06 -0.09
C 3.52 -0.11 -0.09
C 4.28 -1.08 -0.68
O 5.58 -0.88 -0.45
N 5.72 0.23 0.33
C 4.52 0.71 0.55
N 4.31 1.86 1.25
C 1.51 1.32 -0.06
C 0.12 1.48 -0.01
O -0.28 2.79 0.08
C -1.52 3.22 -0.47
C -1.64 2.93 -1.96
C -0.71 0.36 0.01
O -2.07 0.55 0.08
C -2.84 -0.31 0.91
C -4.04 0.49 1.40
H -2.28 -4.03 -1.14
H -2.27 -4.13 0.62
H -1.31 -5.27 -0.33
H 0.14 -3.41 -1.13
H 0.14 -3.49 0.66
H 1.70 -2.04 -0.17
H 4.02 -1.93 -1.29
H 5.11 2.17 1.78
H 3.42 1.94 1.71
H 2.11 2.21 -0.09
H -2.36 2.78 0.07
H -1.50 4.30 -0.29
H -2.54 3.40 -2.35
H -1.70 1.86 -2.13
H -0.77 3.32 -2.49
H -3.17 -1.18 0.34
H -2.24 -0.65 1.76
H -3.72 1.33 2.00
H -4.61 0.86 0.55
H -4.68 -0.15 2.01
```

Properties
Frontier orbital gap: 8.695 eV
Structure (SMILES): CCOc1cc(-c2conc2N)cc(OCC)c1OCC
Strongest force on any atom: 1.21 eV/A
ΔE to the lowest compared entry with this formula, charge and spin: 395.4 kJ/mol
E_HOMO: -8.01 eV
Total charge: 0
Multiplicity: 1


# 6
The following is a quantum chemistry calculation of an isolated molecule of C14H16N2O3S, from the OMol25 dataset.

Structure (XYZ):
```
36
C14H16N2O3S, DFT ωB97M-V/def2-TZVPD
C 3.80 -1.50 0.63
O 2.80 -0.99 -0.23
C 2.36 0.29 -0.04
C 2.85 1.15 0.94
C 2.33 2.42 1.07
C 1.31 2.85 0.24
C 0.82 2.00 -0.74
C 1.34 0.72 -0.89
C 0.72 -0.21 -1.91
N -0.49 -0.80 -1.34
C -0.33 -1.78 -0.29
C -0.98 -1.27 0.99
O -0.45 -1.29 2.08
N -2.22 -0.81 0.76
C -2.98 -0.11 1.76
S -3.70 1.31 0.89
C -3.96 0.23 -0.55
C -2.77 -0.73 -0.58
C -1.68 -0.21 -1.54
O -1.90 0.63 -2.39
H 4.73 -0.92 0.55
H 3.99 -2.52 0.30
H 3.46 -1.51 1.67
H 3.64 0.83 1.60
H 2.71 3.07 1.84
H 0.90 3.84 0.35
H 0.02 2.32 -1.39
H 0.41 0.35 -2.79
H 1.41 -1.00 -2.18
H 0.73 -1.96 -0.12
H -0.82 -2.72 -0.58
H -3.79 -0.73 2.16
H -2.32 0.22 2.57
H -4.90 -0.30 -0.43
H -3.98 0.84 -1.45
H -3.08 -1.72 -0.93
```

Properties
Frontier orbital gap: 9.314 eV
Structure (SMILES): COc1ccccc1CN1CC(=O)N2CSC[C@H]2C1=O
Strongest force on any atom: 0.61 eV/A
ΔE to the lowest compared entry with this formula, charge and spin: 115.9 kJ/mol
E_HOMO: -8.63 eV
Total charge: 0
Multiplicity: 1


# 7
The following is a quantum chemistry calculation of a structure of composition C4H13O4, from the OMol25 dataset.

Structure (XYZ):
```
21
C4H13O4, DFT ωB97M-V/def2-TZVPD
C 0.53 0.12 2.28
O 0.44 -1.45 2.88
C -0.36 0.05 1.04
C 0.33 -0.66 -0.13
C -0.40 -1.53 -1.13
O -0.90 -0.92 -2.57
H 1.26 -0.90 2.43
H 1.46 0.71 2.18
H -0.06 0.69 3.01
H -1.36 -0.22 1.38
H -0.44 1.07 0.63
H 1.07 -1.33 0.37
H 0.98 0.06 -0.59
H 0.35 -2.16 -1.65
H -1.01 -2.35 -0.73
H 0.02 1.78 -1.29
H 1.47 3.02 -0.07
O 1.06 2.15 -0.07
H -0.82 0.77 -2.32
H -1.36 -0.75 -1.57
O -0.81 1.64 -1.86
```

Properties
Frontier orbital gap: 7.486 eV
Strongest force on any atom: 5.19 eV/A
ΔE to the lowest compared entry with this formula, charge and spin: 729.4 kJ/mol
E_HOMO: -3.90 eV
Total charge: -1
Multiplicity: 1


# 8
The following is a quantum chemistry calculation of a cluster of 2 separate species, C4H11N3O2 in total, from the OMol25 dataset.

Structure (XYZ):
```
20
C4H11N3O2, DFT ωB97M-V/def2-TZVPD
C 1.13 -1.22 -1.61
N 0.88 0.15 -1.92
C 1.14 1.03 -1.04
N 0.55 2.31 -1.17
N 1.81 0.89 0.13
H 0.80 -1.87 -2.44
H 0.53 -1.72 -0.84
H 2.11 -1.65 -1.44
H 1.28 3.02 -1.05
H 0.23 2.43 -2.12
H 2.36 0.08 0.37
H 2.19 1.73 0.54
C -2.44 -0.28 2.20
C -1.36 -0.99 1.44
O -0.28 -1.34 1.81
O -1.79 -1.22 0.13
H -2.04 0.56 2.78
H -2.80 -0.88 3.04
H -3.28 -0.10 1.58
H -1.02 -0.93 -0.40
```

Properties
Frontier orbital gap: 9.776 eV
Structure (SMILES): CN=C(N)N.CC(=O)O
Strongest force on any atom: 2.59 eV/A
ΔE to the lowest compared entry with this formula, charge and spin: 123.2 kJ/mol
E_HOMO: -9.03 eV
Total charge: 0
Multiplicity: 1


Q: What is the strongest force on any atom in the eighth record?
A: 2.59 eV/A


Q: Which value of multiplicity does entry 1 give?
A: 1


Q: Which value of total charge does entry 8 give?
A: 0